{
  "formula": "C66H57Br4CsN8O6S3",
  "method": "wB97M-V/def2-TZVPD",
  "relative_energy_kcal_mol": 0.0,
  "largest_force_ha_per_bohr": 0.0435,
  "homo_ev": -1.4,
  "total_energy_ha": -14949.47016,
  "e_lumo_ev": 3.12,
  "total_charge": -2,
  "orbital_gap_ha": 0.16469,
  "elements": ["H", "S", "H", "H", "C", "H", "C", "C", "C", "C", "C", "H", "H", "C", "C", "C", "C", "Br", "N", "C", "C", "C", "C", "C", "C", "C", "H", "C", "C", "C", "H", "H", "N", "H", "C", "H", "C", "C", "C", "O", "C", "H", "O", "H", "O", "H", "N", "C", "C", "H", "C", "C", "Cs", "H", "O", "C", "C", "H", "H", "C", "H", "C", "C", "H", "O", "H", "Br", "C", "C", "H", "C", "S", "H", "C", "H", "C", "H", "C", "H", "C", "N", "N", "H", "C", "H", "S", "H", "N", "H", "N", "C", "C", "H", "H", "H", "C", "C", "C", "H", "C", "H", "C", "H", "C", "H", "C", "H", "H", "C", "H", "H", "H", "H", "C", "C", "H", "H", "H", "H", "C", "H", "C", "C", "C", "C", "C", "C", "H", "C", "C", "H", "H", "H", "C", "C", "Br", "H", "Br", "H", "H", "N", "C", "H", "O", "H"],
  "xyz": [[2.599, 3.189, 7.058], [-1.134, -1.264, -0.596], [-0.575, -0.129, -3.158], [-2.281, -4.252, 4.359], [6.073, -1.915, -0.249], [-4.674, 3.203, 1.406], [2.625, 3.066, 2.937], [-0.744, -1.192, -3.295], [-3.857, 1.277, 1.838], [-3.700, -2.109, -0.487], [2.079, 5.136, -2.582], [-1.862, -3.674, 1.990], [4.895, -4.080, 0.602], [-5.711, -0.839, -0.837], [4.310, 0.110, -0.541], [-4.936, 0.318, -1.076], [-0.645, -3.134, -4.728], [6.421, 1.375, 3.460], [1.898, -2.199, -1.508], [4.939, 2.568, 3.588], [-1.637, 3.537, -0.423], [-7.744, 0.415, -1.213], [-2.918, -0.950, -0.728], [-1.277, -4.290, 3.956], [5.575, 0.263, -1.082], [-2.997, 1.216, -3.683], [4.582, -3.125, -4.122], [-1.038, -3.960, 2.635], [2.492, 2.225, 6.596], [1.680, 2.843, -3.600], [-0.928, 4.901, -1.885], [-1.348, -3.750, -6.672], [1.309, 1.595, -3.514], [3.257, -0.974, -4.310], [4.775, -1.976, 0.250], [1.336, -4.294, 0.019], [-0.189, -4.624, 4.746], [2.403, -4.136, -0.125], [-1.645, 3.610, -4.132], [3.723, 1.093, 2.193], [3.794, 2.165, 2.872], [0.397, 2.223, 6.142], [1.777, 4.150, -0.197], [3.130, 5.272, -2.851], [1.603, 2.798, 2.201], [-8.588, 0.831, 2.459], [3.918, -0.977, 0.116], [3.578, -3.689, -2.303], [1.211, -4.264, 2.833], [-3.275, -0.706, 2.393], [6.479, -0.773, -0.918], [-1.024, -2.018, -2.223], [1.478, 0.766, 0.842], [3.639, -0.502, 3.881], [-0.401, 0.020, -0.654], [3.860, 4.486, 4.550], [-2.566, 1.979, -2.563], [-0.067, -4.769, -6.011], [-8.004, -0.281, 3.702], [-6.189, 1.786, 1.999], [2.711, -1.663, 4.886], [-3.501, 0.259, -0.992], [-1.098, -3.393, -2.367], [-1.240, -4.029, -1.500], [1.242, 0.897, -4.616], [-5.026, 2.415, -1.579], [1.087, 5.140, 4.012], [-1.459, 3.975, -1.701], [2.693, 4.139, 3.830], [1.945, -4.830, 4.771], [-2.735, 1.633, -4.953], [0.195, -0.454, 4.955], [6.745, -2.756, -0.121], [1.423, 0.531, 5.558], [4.142, -4.604, -2.157], [4.986, 3.707, 4.415], [-3.495, 0.268, -3.518], [-1.898, 3.203, -2.797], [1.487, 5.538, -3.407], [-6.464, 0.479, 2.397], [1.630, 3.180, -1.201], [0.169, -3.953, 2.070], [1.626, 3.662, 0.648], [1.066, -4.611, 4.175], [-7.007, 2.489, 1.884], [-2.155, 1.758, 1.527], [-0.258, -1.098, -5.354], [2.750, 0.275, 5.605], [5.835, 1.173, -1.605], [1.273, 1.731, 6.166], [-6.974, 1.568, -1.468], [4.342, -3.217, 1.019], [-7.468, 2.500, -1.714], [-8.825, 0.465, -1.265], [4.705, -3.088, 2.042], [-5.610, 1.523, -1.394], [3.397, -0.818, 4.900], [-7.122, -0.761, -0.903], [3.568, 0.895, -0.642], [2.039, 3.446, -4.933], [4.314, -1.075, 5.429], [2.615, -4.304, 2.253], [2.858, -5.369, 2.062], [1.779, 3.670, -2.378], [2.890, -5.123, -0.261], [-5.055, -2.059, -0.534], [4.484, 1.320, 6.347], [-7.699, -1.659, -0.708], [-2.747, 1.530, -1.225], [-1.095, 4.530, -4.290], [-3.032, 1.016, -5.793], [-3.196, -3.043, -0.265], [-0.949, -5.022, -3.749], [3.828, -2.858, -3.390], [-7.876, 0.030, 2.662], [3.089, 3.761, -4.981], [-5.651, -2.945, -0.347], [1.599, -0.469, -2.601], [-8.138, -0.819, 2.028], [-5.404, -0.411, 2.544], [1.883, 5.702, -1.677], [-2.041, 2.843, -5.184], [-0.919, -3.944, -3.626], [2.158, -1.398, -2.534], [3.116, -1.682, -3.503], [2.618, -3.317, -1.373], [3.414, 1.312, 6.246], [-0.314, -4.848, 5.797], [-4.103, -0.015, 2.275], [-4.892, 2.189, 1.721], [7.485, -0.697, -1.314], [-1.806, 3.143, -6.198], [1.434, 4.322, -5.189], [-0.423, -3.740, -6.089], [-0.552, -1.758, -4.546], [6.565, 4.102, 5.400], [1.873, 2.674, -5.683], [3.839, 5.971, 5.737], [-1.253, 4.089, 0.425], [3.281, -3.990, 3.059], [2.916, -3.496, 1.085], [-2.282, 2.307, -0.192], [0.313, -3.164, -6.651], [-1.932, 2.991, 2.318], [-5.600, -1.430, 2.864]]
}